# 1
Entry from the Open Molecules 2025 dataset: a structure of composition C28H39ClN5O4SZr (ωB97M-V with the def2-TZVPD basis set).

Output
Electronic energy ... -2570.528084 a.u.
Energy relative to the best compared isomer or geometry (same formula, charge and spin) ... 125.01 kJ/mol
Total charge ... +1

Element x y z (Å)
Zr -0.0249 -0.2178 -0.3720
C 1.8739 -3.1794 -2.1131
C 1.5260 -2.7561 -0.7123
C 2.4030 -1.9595 0.0333
C 2.0955 -1.5761 1.3344
C 0.9221 -2.0242 1.9351
C 0.0596 -2.8396 1.2170
C 0.3437 -3.1813 -0.1021
H 2.3977 -4.1368 -2.0940
H 2.5252 -2.4514 -2.5963
H 0.9798 -3.2989 -2.7231
H 3.3268 -1.6354 -0.4275
H 2.7749 -0.9438 1.8902
H 0.6706 -1.7276 2.9382
H -0.8621 -3.1763 1.6685
H -0.3533 -3.7957 -0.6605
Cl -6.5786 -2.9768 -2.4716
C -5.1415 -2.4062 -1.6883
C -5.0665 -2.3962 -0.2923
C -3.9320 -1.9430 0.3324
C -2.8288 -1.4514 -0.3915
O -1.7729 -1.0744 0.2866
C -2.8846 -1.5250 -1.8078
C -1.8091 -1.2712 -2.7409
O -0.6407 -0.9205 -2.5535
C -4.0674 -1.9914 -2.4240
H -5.9059 -2.7529 0.2895
H -3.8643 -1.9232 1.4118
H -2.1010 -1.4376 -3.7870
H -4.1160 -2.0363 -3.5048
O -1.0020 1.0374 -1.0637
C 0.2498 2.2251 4.8641
N 0.1405 2.6193 3.4624
C 0.0201 3.9146 3.0824
C -0.0924 4.2558 1.7854
C -0.0881 3.1983 0.8180
N 0.0343 1.9345 1.1868
C 0.1422 1.6082 2.5068
O 0.2742 0.4440 2.8589
N -0.2376 3.4944 -0.4699
H 0.2897 3.1226 5.4752
H 1.1508 1.6350 5.0133
H -0.6079 1.6204 5.1506
H 0.0145 4.6457 3.8792
H -0.2201 5.2851 1.4880
H -0.0886 4.4404 -0.7690
H -0.2138 2.7399 -1.1469
C 6.5460 2.8487 0.3946
C 6.1018 2.0394 1.6098
C 4.6522 2.2510 2.0459
C 3.5934 1.7777 1.0585
N 3.4683 2.6996 -0.0644
C 2.9189 2.4217 -1.2527
S 2.3252 0.8728 -1.6483
N 2.9335 3.3980 -2.1615
C 2.3922 3.3332 -3.5196
C 3.1720 4.2447 -4.4583
C 4.5287 3.7051 -4.9090
C 5.5631 3.5224 -3.8020
H 7.6204 2.7525 0.2422
H 6.3330 3.9131 0.5311
H 6.0553 2.5185 -0.5214
H 6.7458 2.2879 2.4558
H 6.2576 0.9740 1.4155
H 4.4815 3.3083 2.2860
H 4.4838 1.7069 2.9783
H 2.6301 1.6734 1.5529
H 3.8585 0.8008 0.6525
H 3.7356 3.6559 0.1174
H 3.3368 4.2835 -1.8920
H 1.3366 3.6162 -3.4992
H 2.4441 2.2989 -3.8540
H 3.2936 5.2313 -3.9934
H 2.5487 4.4094 -5.3390
H 4.9286 4.3895 -5.6599
H 4.3729 2.7516 -5.4213
H 5.6853 4.4393 -3.2181
H 6.5368 3.2762 -4.2246
H 5.2925 2.7170 -3.1176



# 2
Entry from the Open Molecules 2025 dataset: a structure of composition C28H39N7O7P2Rb (ωB97M-V with the def2-TZVPD basis set).

Output
Electronic energy ... -2707.531514 a.u.
Energy relative to the best compared isomer or geometry (same formula, charge and spin) ... 165.46 kJ/mol
Total charge ... -1

Element x y z (Å)
Rb -1.5493 0.2589 -0.1891
C -1.5417 -3.6914 -2.2693
C -0.5326 -2.8472 -1.7519
N -0.4029 -1.5878 -2.0657
C -1.2762 -1.0319 -2.9482
C -2.3154 -1.8011 -3.5330
C -2.4280 -3.1599 -3.1551
C -3.1998 -1.2206 -4.4646
C -3.0382 0.0993 -4.7939
C -2.0329 0.8745 -4.2170
C -1.1353 0.3734 -3.2729
N -0.2581 1.1560 -2.5732
C 0.4612 2.0812 -3.2176
C 0.8557 2.0247 -4.5685
C 1.7042 2.9677 -5.1382
C 2.1900 4.0425 -4.4314
C 1.7929 4.1932 -3.0855
C 2.1950 5.3084 -2.3162
C 1.7292 5.4595 -1.0409
C 0.8657 4.4700 -0.5353
N 0.4995 3.4001 -1.1973
C 0.9412 3.2360 -2.4654
H -1.6008 -4.7210 -1.9435
H 0.1772 -3.2398 -1.0319
H -3.2327 -3.7518 -3.5754
H -3.9934 -1.8232 -4.8893
H -3.7127 0.5715 -5.4996
H -1.9612 1.9208 -4.4879
H 0.5186 1.1972 -5.1788
H 1.9855 2.8348 -6.1782
H 2.8449 4.7798 -4.8795
H 2.8555 6.0397 -2.7689
H 1.9942 6.3131 -0.4298
H 0.4536 4.5952 0.4648
N 1.0875 -1.2042 1.2917
C 1.9343 -2.3305 1.6586
C 2.7354 -2.8769 0.4738
C 3.8315 -1.9404 -0.0684
C 3.4761 -1.0661 -1.2794
N 2.6662 0.0973 -0.9506
H 1.5590 -0.3196 1.4234
H 0.1977 -1.1677 1.7720
H 1.3058 -3.1174 2.0800
H 2.6561 -2.0567 2.4425
H 2.0443 -3.1440 -0.3276
H 3.2073 -3.8114 0.7980
H 4.6888 -2.5545 -0.3610
H 4.1846 -1.2881 0.7381
H 3.0180 -1.7061 -2.0511
H 4.4170 -0.7007 -1.7033
H 1.7234 -0.2126 -0.7414
H 2.5621 0.6829 -1.7724
O -3.0274 1.8930 1.7900
P -2.7918 0.7984 2.9558
O -2.7973 1.4905 4.2727
O -1.5133 0.0423 2.6025
O -4.0017 -0.2244 2.7638
P -4.2702 -1.0148 1.3190
O -2.9063 -1.9121 1.2251
O -5.4682 -1.8493 1.4080
O -4.1256 0.0748 0.2817
H -3.5349 1.4595 1.0613
H -2.2079 -1.4690 1.7327
C 0.1724 1.4160 4.8950
C 1.2947 0.6938 4.1385
N 1.9106 1.5894 3.1637
C 2.5058 2.7212 3.8509
C 1.4405 3.4854 4.6913
N 0.1300 2.8353 4.3988
C -0.1145 2.9587 2.9219
C 0.9044 2.0560 2.2067
H 0.3606 1.4919 5.9679
H -0.8202 1.0032 4.7294
H 0.8697 -0.1551 3.6095
H 2.0661 0.3329 4.8221
H 2.9591 3.3830 3.1120
H 3.2995 2.3575 4.5044
H 1.3610 4.5350 4.4108
H 1.6195 3.4170 5.7635
H -0.6416 3.2964 4.8773
H 0.0059 4.0202 2.6926
H -1.1392 2.6809 2.7163
H 1.3823 2.5701 1.3776
H 0.3342 1.2055 1.8389



Number 1: strongest force on any atom 1.9 eV/A, gap between HOMO and LUMO 7.981 eV. Number 2: strongest force on any atom 1.1 eV/A, gap between HOMO and LUMO 5.148 eV.